Record 1
DFT (ωB97M-V/def2-TZVPD) results for C28H48LaN5OP2 as an isolated structure.

Properties
Molecular weight = 671.58 g mol⁻¹
HOMO-LUMO gap = 0.25843 Eh
LUMO = -5.386 eV
E_tot = -58739.7963 eV

Structure (ORCA input):
```
! wB97M-V def2-TZVPD RIJCOSX def2/J DEFGRID3
* xyz 2 1
La 9.47 13.61 11.04
C 12.20 11.25 11.32
N 11.68 12.39 12.07
C 12.68 13.44 12.06
C 11.38 12.04 13.48
C 12.28 11.40 14.28
C 12.05 11.15 15.62
C 10.84 11.52 16.19
C 9.89 12.21 15.44
C 10.14 12.41 14.08
N 9.21 13.09 13.24
C 8.32 14.05 13.68
C 7.19 13.67 14.44
C 6.30 14.63 14.87
C 6.48 16.01 14.61
C 7.55 16.36 13.80
C 8.50 15.39 13.35
N 9.78 15.71 12.81
C 9.85 16.93 11.97
C 10.82 15.83 13.86
H 13.14 10.91 11.77
H 11.47 10.43 11.30
H 12.39 11.55 10.28
H 13.49 13.16 12.75
H 13.05 13.61 11.04
H 12.26 14.35 12.48
H 13.24 11.19 13.91
H 12.83 10.70 16.20
H 10.76 11.32 17.24
H 8.96 12.54 15.85
H 7.15 12.61 14.72
H 5.50 14.34 15.54
H 5.82 16.75 15.08
H 7.72 17.41 13.59
H 9.65 17.88 12.51
H 10.87 17.01 11.62
H 9.04 16.80 11.20
H 10.62 16.62 14.57
H 10.90 14.95 14.51
H 11.75 16.05 13.37
C 5.62 16.34 10.82
P 6.35 14.70 10.42
C 5.06 13.55 11.06
C 6.14 14.64 8.57
C 7.45 14.91 7.84
P 8.71 13.57 7.94
C 7.75 12.03 7.62
C 9.63 13.72 6.41
H 4.60 16.26 10.45
H 6.10 17.16 10.26
H 5.67 16.43 11.87
H 4.05 14.02 10.97
H 5.18 13.25 12.13
H 5.04 12.67 10.42
H 5.42 15.41 8.28
H 5.76 13.68 8.31
H 7.86 15.83 8.28
H 7.27 15.06 6.75
H 7.17 12.10 6.71
H 7.07 11.85 8.46
H 8.43 11.15 7.54
H 9.04 13.56 5.54
H 10.47 12.99 6.41
H 10.07 14.76 6.37
C 10.53 9.66 8.59
N 9.49 9.15 9.48
C 9.28 7.67 9.48
C 7.97 7.23 10.07
C 7.73 7.99 11.36
N 7.94 9.44 11.18
C 7.26 10.30 12.16
C 8.86 9.97 10.36
O 9.03 11.26 10.38
H 10.23 9.48 7.56
H 11.46 9.16 8.77
H 10.58 10.75 8.78
H 10.13 7.20 10.02
H 9.24 7.46 8.37
H 7.91 6.15 10.14
H 7.21 7.54 9.35
H 8.34 7.61 12.21
H 6.68 7.86 11.60
H 6.21 9.95 12.38
H 7.19 11.35 11.79
H 7.86 10.39 13.10
*
```


Record 2
DFT (ωB97M-V/def2-TZVPD) results for a 2-piece molecular cluster, C5H8O overall.

Properties
Molecular weight = 84.12 g mol⁻¹
HOMO-LUMO gap (spin up / spin down) = 0.32553 / 0.29514 Eh
LUMO (spin up / spin down) = 0.489 / 0.474 eV
E_tot = -7355.3377 eV

Structure (ORCA input):
```
! wB97M-V def2-TZVPD RIJCOSX def2/J DEFGRID3
* xyz 0 1
C 2.70 -0.29 0.44
C 1.81 0.56 -0.04
C -1.61 0.31 1.01
C -1.69 0.40 -0.53
C -0.77 -0.57 0.06
O -0.66 -1.89 -0.13
H 3.78 -0.17 0.34
H 2.44 -1.12 1.15
H 1.84 1.56 -0.54
H -1.09 1.05 1.78
H -2.49 -0.24 1.42
H -2.64 0.08 -0.91
H -1.12 1.11 -1.16
H -1.12 -2.23 -0.97
*
```